Formula: C15H25BBrF3N4O5
Source: the Open Molecules 2025 dataset
Level of theory: wB97M-V/def2-TZVPD

Each line ends with the Mulliken charge.
Atoms and positions in Å:
C (8.8017, 1.5405, 2.3580)  -0.713
C (8.3729, 1.4508, 1.0785)  -0.442
C (7.3256, 0.4780, 0.7935)  0.850
O (7.2500, -0.6848, 1.1009)  -0.547
O (6.2681, 1.0722, 0.1243)  -0.403
C (5.5412, 0.1808, -0.7065)  -0.701
C (4.2035, -0.1990, -0.0687)  -0.667
C (2.9967, 0.1336, -0.9520)  -0.745
C (1.7509, -0.5620, -0.4139)  -0.918
C (0.4718, 0.0908, -0.9369)  -0.781
C (-0.7389, -0.7195, -0.5166)  -0.362
N (-1.9870, 0.0369, -0.6454)  0.207
C (-2.2177, 1.1427, -1.3436)  -0.028
N (-3.4526, 1.5878, -1.2094)  -0.526
C (-4.0385, 0.7198, -0.3772)  0.429
N (-5.3025, 0.8480, 0.0462)  -0.075
B (-6.2243, 1.9543, -0.3267)  0.362
O (-6.9829, 2.4396, 0.7103)  -0.480
O (-6.3160, 2.3734, -1.6048)  -0.443
C (-7.6505, 2.5971, -2.0977)  -0.637
N (-3.1809, -0.2648, -0.0261)  -0.002
C (-3.4546, -1.3734, 0.8835)  -0.735
C (-2.9798, -2.7660, 0.4199)  0.003
O (-4.0978, -3.5931, 0.1486)  -0.575
C (-2.2494, -3.4612, 1.5646)  0.614
F (-3.0950, -3.6911, 2.5659)  -0.247
F (-1.7114, -4.6049, 1.1819)  -0.255
F (-1.2682, -2.6739, 2.0392)  -0.232
H (9.0071, 2.5094, 2.8018)  0.282
H (9.0093, 0.6563, 3.0256)  0.225
H (8.7848, 2.0432, 0.2705)  0.320
H (5.3501, 0.7246, -1.6354)  0.458
H (6.1292, -0.6976, -0.9567)  0.405
H (4.1146, 0.4003, 0.8356)  0.327
H (4.1688, -1.2604, 0.1748)  0.314
H (3.1886, -0.1797, -1.9797)  0.448
H (2.8280, 1.2121, -0.9212)  0.309
H (1.7463, -0.4675, 0.6750)  0.399
H (1.7620, -1.6260, -0.6579)  0.389
H (0.4088, 1.1070, -0.5469)  0.596
H (0.5436, 0.1358, -2.0256)  0.399
H (-0.6224, -1.0296, 0.5203)  0.443
H (-0.7881, -1.6285, -1.1140)  0.166
H (-1.4811, 1.6350, -1.9549)  0.532
H (-5.6664, 0.1833, 0.7099)  0.237
H (-6.8287, 3.3752, 0.8757)  0.331
H (-8.3005, 1.7595, -1.8562)  0.307
H (-7.5823, 2.6967, -3.1744)  0.239
H (-8.0834, 3.5022, -1.6790)  0.285
H (-4.5341, -1.4500, 0.9704)  0.284
H (-3.0899, -1.1191, 1.8777)  0.325
H (-2.3637, -2.7360, -0.4736)  0.462
H (-4.4746, -3.3298, -0.6974)  0.384
Br (10.7399, -0.4690, 3.1458)  -0.815

Results
Max |F| = 1.737 eV/Å
Total energy = -4080.213016 hartree
Energy relative to the best compared isomer or geometry (same formula, charge and spin) = 0.00 kcal per mole
LUMO level = -1.770 eV

Formula: C4H10N3O2
Source: the Open Molecules 2025 dataset
Level of theory: wB97M-V/def2-TZVPD

Each line ends with the Mulliken charge.
Atoms and positions in Å:
C (-0.7589, -2.2836, -1.9566)  -1.208
C (-0.4430, -1.5782, -0.8434)  -0.154
C (-1.0305, -0.3023, -0.5487)  1.038
C (0.8050, 0.4227, 1.2416)  -0.093
N (1.9275, 0.2191, 0.5285)  -0.372
N (-0.5036, 0.5715, 0.3332)  0.404
N (-1.2315, 1.8032, 0.3259)  -0.674
O (-2.1091, 0.0335, -1.1364)  -0.409
O (0.7351, 1.6497, 1.9098)  -0.525
H (-0.3412, -3.3059, -2.0816)  0.289
H (-1.5018, -2.0686, -2.5821)  0.449
H (0.3997, -1.9746, -0.3567)  0.297
H (0.5489, -0.4256, 1.9338)  0.342
H (1.9709, -0.7954, 0.1676)  0.217
H (2.3023, 0.9109, 0.0130)  0.183
H (-1.5526, 2.1258, 1.1627)  0.210
H (-0.6469, 2.4414, -0.0718)  0.229
H (-2.2913, 0.9330, -1.1227)  0.408
H (1.4420, 1.7308, 2.5766)  0.369

Results
Multiplicity = 3
Max |F| = 6.539 eV/Å
Total energy = -472.703716 hartree
Energy relative to the best compared isomer or geometry (same formula, charge and spin) = 44.74 kcal per mole
LUMO level (spin up / spin down) = -2.861 / -7.821 eV
⟨S²⟩ = 2.010
Charge = +1

Formula: C60H116N6NiO10
Source: the Open Molecules 2025 dataset
Level of theory: wB97M-V/def2-TZVPD

Each line ends with the Mulliken charge.
Atoms and positions in Å:
Ni (-2.5050, -2.6506, -0.1179)  0.480
C (-0.6188, 0.2462, -2.3138)  -0.280
C (-1.4153, -0.3842, -1.2264)  1.152
C (-0.6654, -0.8442, 0.1650)  0.416
O (-1.4011, -1.3116, 0.9990)  -0.714
C (0.8363, -0.7267, 0.1259)  -1.218
C (1.5294, -0.1838, -0.9545)  0.754
C (0.7483, 0.3054, -2.1777)  -0.909
O (1.3401, 0.9178, -3.1945)  -0.873
O (2.7876, -0.5197, -1.0273)  -0.478
O (-2.5196, -0.9023, -1.4100)  -0.654
H (-1.1067, 0.6103, -3.2059)  0.896
H (1.2989, -1.1546, 1.0030)  0.894
C (-1.6322, 0.6223, -6.7372)  -1.858
C (-0.7492, 1.5418, -7.6155)  1.474
C (-1.7228, 2.5547, -8.2929)  -0.915
C (-0.9950, 3.8395, -8.7225)  -1.041
C (-0.2389, 4.4653, -7.4755)  -1.162
C (0.8609, 3.5236, -6.8826)  1.671
N (0.2913, 2.1792, -6.7517)  0.927
O (1.2192, 1.3271, -6.0573)  -0.446
C (2.2407, 3.4662, -7.7585)  -1.794
C (1.1627, 4.0711, -5.5337)  -2.020
C (-0.0948, 0.8137, -8.7841)  -1.888
H (-1.9327, 0.9980, -5.7591)  0.200
H (-1.2186, -0.2902, -6.3077)  0.513
H (-2.4985, 0.3631, -7.3458)  0.411
H (-2.1342, 2.0767, -9.1819)  0.517
H (-2.5206, 2.8418, -7.6080)  0.149
H (-1.7766, 4.4980, -9.1016)  0.470
H (-0.4084, 3.6542, -9.6223)  0.400
H (-0.9326, 4.6713, -6.6603)  0.401
H (0.2214, 5.4250, -7.7101)  0.465
H (2.0688, 3.4378, -8.8344)  0.354
H (2.8433, 4.3157, -7.4370)  0.461
H (2.8436, 2.5794, -7.5631)  0.342
H (0.2418, 3.8090, -5.0127)  0.311
H (1.9960, 3.4547, -5.1962)  0.486
H (1.1627, 5.1242, -5.2527)  0.268
H (0.6045, 1.3858, -9.3937)  0.342
H (-0.8671, 0.3982, -9.4314)  0.456
H (0.4432, -0.0592, -8.4143)  0.373
H (1.0730, 1.5190, -5.1281)  0.379
C (3.1096, -1.0669, 8.2943)  -1.751
C (1.7481, -0.4172, 7.9492)  1.366
C (1.8906, 1.1405, 8.0227)  -1.147
C (2.4351, 1.8646, 6.8142)  -1.023
C (1.5271, 1.6599, 5.5954)  -1.004
C (0.8987, 0.1449, 5.5302)  2.253
N (1.4810, -0.8556, 6.4786)  0.294
O (1.0601, -2.1556, 6.3308)  -0.417
C (-0.6529, 0.1860, 5.7395)  -1.890
C (1.2895, -0.2586, 4.1246)  -1.914
C (0.5525, -0.9635, 8.8422)  -1.528
H (3.8943, -0.9607, 7.5453)  0.301
H (3.1069, -2.1247, 8.5574)  0.430
H (3.5190, -0.6310, 9.2057)  0.408
H (0.9165, 1.6239, 8.0986)  0.368
H (2.0540, 1.3322, 9.0832)  0.656
H (3.4067, 1.4623, 6.5274)  0.327
H (2.6799, 2.8874, 7.1008)  0.470
H (2.0615, 2.1064, 4.7569)  0.123
H (0.6414, 2.2723, 5.7644)  0.356
H (-1.0267, 1.1418, 5.3723)  0.525
H (-1.2680, -0.5845, 5.2745)  0.327
H (-0.9703, 0.3627, 6.7672)  0.369
H (0.4632, -0.8152, 3.6823)  0.004
H (1.3498, 0.5944, 3.4488)  0.477
H (2.1487, -0.9256, 4.0545)  0.158
H (0.5467, -0.5201, 9.8379)  0.404
H (0.7063, -1.9834, 9.1946)  0.333
H (-0.4351, -0.7767, 8.4204)  0.279
H (0.1142, -2.0156, 6.2453)  0.381
C (-3.6262, 2.9992, -1.0940)  -1.629
C (-4.8681, 2.6577, -1.9853)  1.194
C (-4.6670, 3.5967, -3.2167)  -1.113
C (-5.6106, 3.2402, -4.3394)  -0.847
C (-5.3311, 1.8184, -4.8674)  -0.684
C (-5.3734, 0.7466, -3.6723)  1.643
N (-4.8555, 1.2435, -2.4312)  0.245
O (-4.7566, 0.3439, -1.3643)  0.325
C (-6.9542, 0.4114, -3.5973)  -1.820
C (-4.6245, -0.5718, -4.1114)  -1.616
C (-6.1505, 3.0344, -1.1923)  -1.680
H (-3.5867, 4.0504, -0.8084)  0.466
H (-2.7775, 2.7008, -1.7094)  0.240
H (-3.7779, 2.3465, -0.2343)  0.285
H (-4.8659, 4.6239, -2.9110)  0.495
H (-3.6990, 3.5831, -3.7178)  0.272
H (-5.5480, 4.0150, -5.1036)  0.444
H (-6.6161, 3.4312, -3.9643)  0.344
H (-4.3887, 1.6492, -5.3883)  -0.040
H (-6.0931, 1.6254, -5.6225)  0.352
H (-7.7590, 1.1251, -3.7734)  0.351
H (-7.2316, -0.2268, -4.4362)  0.535
H (-7.3431, -0.0974, -2.7153)  0.206
H (-3.5616, -0.5019, -3.8802)  0.032
H (-5.0469, -1.3949, -3.5349)  0.210
H (-4.9347, -0.6354, -5.1544)  0.553
H (-7.0931, 2.9767, -1.7367)  0.361
H (-6.2703, 4.0441, -0.7995)  0.451
H (-6.2352, 2.3254, -0.3687)  0.204
H (-3.8536, 0.0195, -1.3973)  0.047
C (5.3353, -2.8339, 3.2367)  -1.362
C (5.3144, -3.3453, 1.7180)  1.793
C (6.5557, -4.1621, 1.4188)  -1.335
C (6.4951, -5.5805, 2.0727)  -0.746
C (5.2199, -6.3219, 1.6507)  -1.129
C (3.9385, -5.6739, 2.0335)  1.086
N (4.0935, -4.2739, 1.4686)  -0.135
O (2.9399, -3.5348, 1.6340)  -0.002
C (2.7506, -6.4921, 1.3106)  -1.772
C (3.7025, -5.9613, 3.6056)  -1.412
C (5.3439, -2.1523, 0.7264)  -1.786
H (6.1635, -2.1373, 3.3662)  0.439
H (5.3962, -3.5848, 4.0245)  0.279
H (4.4012, -2.3271, 3.4789)  0.064
H (6.6852, -4.3202, 0.3481)  0.403
H (7.4789, -3.6798, 1.7399)  0.449
H (6.3954, -5.4104, 3.1448)  0.305
H (7.4467, -6.0973, 1.9480)  0.404
H (5.4265, -7.2911, 2.1044)  0.491
H (5.2968, -6.3751, 0.5647)  0.354
H (2.9103, -7.5664, 1.4028)  0.425
H (1.9365, -6.4388, 2.0334)  0.386
H (2.5073, -6.1332, 0.3105)  0.354
H (4.4786, -5.3977, 4.1235)  0.334
H (2.7594, -5.5800, 3.9971)  0.427
H (3.8048, -6.9610, 4.0279)  0.378
H (4.5391, -1.4269, 0.8452)  0.204
H (5.2488, -2.4140, -0.3274)  0.448
H (6.2635, -1.6085, 0.9425)  0.433
H (2.4863, -3.8482, 2.4199)  0.275
C (5.2350, 1.9359, 2.4517)  -1.883
C (5.0055, 3.4066, 1.8728)  1.759
C (6.1989, 3.9187, 1.1647)  -1.316
C (6.0558, 5.1753, 0.3321)  -0.868
C (5.0210, 4.9134, -0.7668)  -1.204
C (3.6852, 4.3194, -0.1864)  1.755
N (3.9765, 3.2878, 0.8394)  0.487
O (2.8665, 2.5972, 1.2602)  -0.218
C (2.7419, 5.4101, 0.3337)  -1.717
C (2.9910, 3.6492, -1.4616)  -2.334
C (4.5502, 4.2871, 3.0223)  -1.618
H (4.4761, 1.7858, 3.2196)  0.032
H (5.1601, 1.1674, 1.6824)  0.440
H (6.2863, 1.9046, 2.7377)  0.503
H (6.7961, 4.2762, 2.0035)  0.435
H (6.7662, 3.1442, 0.6484)  0.395
H (5.6939, 6.0628, 0.8511)  0.336
H (6.9330, 5.4404, -0.2582)  0.402
H (5.3661, 4.1955, -1.5108)  0.518
H (4.6960, 5.8088, -1.2966)  0.465
H (2.5216, 6.0768, -0.5000)  0.476
H (3.1758, 5.9120, 1.1985)  0.309
H (1.7695, 5.0454, 0.6648)  0.309
H (3.3187, 2.6267, -1.6492)  0.531
H (3.3471, 4.0300, -2.4189)  0.430
H (1.9050, 3.7390, -1.4881)  0.400
H (3.6700, 4.0445, 3.6178)  0.123
H (5.2254, 4.1547, 3.8677)  0.529
H (4.4944, 5.3158, 2.6662)  0.364
H (2.7937, 2.0302, 0.4890)  0.171
C (-5.8094, -2.4300, 3.1182)  -1.739
C (-4.7262, -3.3197, 2.4348)  1.311
C (-5.0310, -4.8091, 2.6841)  -1.092
C (-6.1358, -5.3372, 1.7788)  -0.882
C (-5.7081, -5.1636, 0.2618)  -1.311
C (-5.3199, -3.6560, -0.1574)  1.990
N (-4.4825, -3.0733, 0.9994)  0.570
O (-4.2123, -1.6313, 0.6649)  0.023
C (-4.4450, -3.9493, -1.4031)  -2.256
C (-6.5563, -2.8093, -0.4252)  -2.044
C (-3.3626, -3.0977, 3.1344)  -2.464
H (-6.7415, -2.7362, 2.6433)  0.408
H (-5.5381, -1.3773, 3.0388)  0.311
H (-5.7111, -2.5978, 4.1907)  0.464
H (-4.1043, -5.3783, 2.6110)  0.498
H (-5.3923, -4.9599, 3.7014)  0.428
H (-7.0243, -4.7245, 1.9314)  0.332
H (-6.3934, -6.3951, 1.8301)  0.426
H (-6.5365, -5.6423, -0.2605)  0.453
H (-4.9126, -5.8982, 0.3866)  0.359
H (-3.4289, -4.3085, -1.2405)  0.556
H (-5.0407, -4.5082, -2.1248)  0.494
H (-4.3018, -3.0457, -1.9958)  0.525
H (-7.3301, -2.8766, 0.3395)  0.213
H (-6.3433, -1.8109, -0.8072)  0.624
H (-7.0341, -3.3789, -1.2223)  0.499
H (-2.5526, -3.7261, 2.7641)  0.452
H (-3.4099, -3.6083, 4.0963)  0.511
H (-2.9641, -2.0840, 3.1750)  0.480
H (-5.0966, -1.3127, 0.4698)  0.325

Results
Multiplicity = 3
Max |F| = 6.618 eV/Å
Total energy = -4944.289306 hartree
LUMO level (spin up / spin down) = -0.958 / -2.711 eV
⟨S²⟩ = 2.064